# 1
A structure of composition C14H8F3N2O2S2. Source: the Open Molecules 2025 dataset; level of theory: wB97M-V/def2-TZVPD.

XYZ file:
```
31
Properties=species:S:1:pos:R:3:lowdin_charge:R:1
O -4.05181 1.73691 2.54673 0.03
N -3.72416 0.52760 2.54950 -0.33
O -4.55030 -0.41574 2.54983 0.03
C -2.32972 0.21145 2.55278 -0.18
C -1.92889 -1.14384 2.52821 -0.01
C -0.59577 -1.46388 2.43674 -0.01
C 0.39033 -0.44321 2.39529 -0.25
N 1.69419 -0.85618 2.21554 0.00
C 2.74525 -0.20661 2.45336 -0.98
S 3.46450 1.07584 3.06043 0.63
C -0.01778 0.91583 2.47007 -0.01
C -1.36105 1.23400 2.53536 0.00
H -2.67722 -1.92804 2.55930 0.11
H -0.23928 -2.49539 2.37216 0.12
H 0.71471 1.71875 2.46699 0.08
H -1.72290 2.25192 2.56694 0.11
F 6.39403 -4.40994 -2.58380 0.10
C 5.49566 -5.25648 -1.99181 -0.52
F 4.32289 -5.16568 -2.70164 0.11
F 5.96308 -6.52726 -2.14115 0.10
C 5.27893 -4.88689 -0.53419 -0.16
C 5.10241 -5.87634 0.43883 -0.06
C 4.93571 -5.47680 1.77955 -0.10
C 4.82585 -4.13804 2.12279 -0.12
C 4.84034 -3.13794 1.10927 -0.70
S 4.35300 -1.55362 1.42517 0.70
C 5.21798 -3.54398 -0.20438 -0.07
H 5.07394 -6.92491 0.14106 0.10
H 4.86300 -6.24883 2.54854 0.09
H 4.64694 -3.80361 3.14379 0.10
H 5.38901 -2.80397 -0.97317 0.10
```

- highest occupied orbital energy (eV) = -4.17
- LUMO level (eV) = 1.46
- charge = -1
- multiplicity = 1

=====

# 2
A cluster of 2 separate species, C5H15NSi in total. Source: the Open Molecules 2025 dataset; level of theory: wB97M-V/def2-TZVPD.

XYZ file:
```
22
Properties=species:S:1:pos:R:3:lowdin_charge:R:1
C -2.51765 1.10661 -0.86245 -0.25
N -1.96608 0.21314 0.17603 -0.29
Si -1.41041 -1.30437 0.29627 0.67
C -1.59804 -2.13688 2.00734 -0.23
H -1.81747 1.81378 -1.27692 0.04
H -3.03805 0.44923 -1.72421 0.10
H -3.31256 1.63868 -0.31763 0.05
H -0.89108 -1.91609 -0.91706 -0.06
H -2.01115 -1.44052 2.64438 -0.02
H -2.32873 -2.97924 2.07291 0.04
H -0.63187 -2.39555 2.45994 0.02
C 2.12188 -0.43992 -1.10456 -0.12
C 2.32809 1.03381 -0.74326 -0.32
C 1.60302 1.31797 0.60923 -0.12
H 1.22563 -0.80413 -0.58249 0.00
H 2.05753 -0.39121 -2.24578 0.09
H 3.09777 -0.90801 -0.82270 0.08
H 3.37149 1.20519 -0.79303 0.08
H 1.84276 1.70845 -1.36729 0.07
H 1.54645 0.52452 1.34616 0.06
H 0.48545 1.36095 0.31672 0.06
H 1.84302 2.34362 0.82840 0.06
```

- highest occupied orbital energy (eV) = -8.40
- energy relative to the best compared isomer or geometry (same formula, charge and spin) (kJ/mol) = 298.12
- SMILES = C/N=[SiH]/C.CCC
- LUMO level (eV) = 0.36
- multiplicity = 1

=====

# 3
The molecule C7H12N2O4S. Source: the Open Molecules 2025 dataset; level of theory: wB97M-V/def2-TZVPD.

XYZ file:
```
26
Properties=species:S:1:pos:R:3:lowdin_charge:R:1
C 1.55750 -2.32119 -0.74555 -0.10
N 1.31641 -0.96848 -0.54049 -0.22
C -0.02759 -0.33592 -0.55488 -0.51
O -0.61411 -0.58686 -1.74557 0.06
C -0.95732 -0.83085 0.53333 -0.09
C -2.14663 0.10711 0.73224 -0.19
C -1.66647 1.55159 0.95438 -0.16
C -0.77034 2.09279 -0.20088 -0.07
C 0.31418 1.15458 -0.33934 -0.39
O 1.44949 1.47137 -1.14660 0.02
N 1.61256 1.41647 0.19378 -0.05
S 2.29719 -0.13773 0.55686 0.73
O 1.92795 -0.51396 1.90686 -0.27
O 3.64169 -0.35963 0.09166 -0.26
H 2.61330 -2.52901 -1.11992 0.13
H 1.26337 -2.98745 0.11791 0.12
H 0.94261 -2.44790 -1.57487 0.07
H 0.06422 -0.37398 -2.49477 0.19
H -0.58248 -0.75848 1.59214 0.14
H -1.16344 -1.81990 0.35912 0.10
H -2.75935 -0.03302 1.63596 0.12
H -2.72250 0.12945 -0.17931 0.11
H -2.66251 2.03368 0.83712 0.12
H -1.32916 1.72186 2.01584 0.14
H -1.33722 2.29950 -1.06251 0.12
H -0.26135 3.02596 0.17749 0.15
```

- highest occupied orbital energy (eV) = -9.60
- energy relative to the best compared isomer or geometry (same formula, charge and spin) (kJ/mol) = 286.64
- SMILES = CN1[C@@]2(O)CCCC[C@]23ON3S1(=O)=O
- LUMO level (eV) = 0.55
- multiplicity = 1

=====

# 4
A structure of composition C3H2Na2O2. Source: the Open Molecules 2025 dataset; level of theory: wB97M-V/def2-TZVPD.

XYZ file:
```
9
Properties=species:S:1:pos:R:3:lowdin_spin:R:1
C -1.18189 1.08833 0.17147 0.07
C -1.50883 -0.16572 0.08884 0.03
H -2.06662 1.74253 0.18150 0.01
H -2.40109 -0.73813 -0.16609 0.01
O -0.40186 -1.29666 -0.16391 0.13
C 0.82766 -1.22491 0.04074 0.49
O 1.62046 -0.28920 0.12291 0.24
Na 0.95462 1.94637 -0.56601 0.01
Na 4.15755 -1.06261 0.29055 0.01
```

- ⟨S²⟩ = 0.756
- highest occupied orbital energy (alpha / beta) (eV) = -10.87 / -11.40
- energy relative to the best compared isomer or geometry (same formula, charge and spin) (kJ/mol) = 163.69
- LUMO level (alpha / beta) (eV) = -4.97 / -4.98
- charge = +1
- multiplicity = 2

=====

| no. | energy (eV) |
| --- | --- |
| 1 | -51544.62590 |
| 2 | -14793.25032 |
| 3 | -29454.94204 |
| 4 | -16062.21708 |